The following is a DFT calculation (wB97M-V/def2-TZVPD) of C40H46FeGe2N6O2S as an isolated structure at a distorted geometry.

XYZ file:
```
98
Properties=species:S:1:pos:R:3
Fe -0.35 -0.36 -0.98
O 1.13 -2.50 0.01
C 0.27 -3.22 -0.84
N 0.08 -2.37 -1.97
C -0.41 -2.58 -3.17
C -0.69 -3.83 -3.79
C -1.03 -3.88 -5.11
C -1.11 -2.70 -5.88
C -0.93 -1.46 -5.30
C -0.62 -1.36 -3.93
N -0.41 -0.22 -3.24
C -0.74 1.00 -3.75
O -1.52 1.24 -4.66
C 0.07 2.14 -3.17
C -0.09 3.41 -3.71
C 0.74 4.43 -3.28
C 1.74 4.13 -2.37
C 1.83 2.84 -1.89
N 1.00 1.86 -2.25
C -1.11 -3.27 -0.17
C -1.70 -4.40 0.36
C -2.97 -4.31 0.89
C -3.63 -3.09 0.86
C -2.96 -2.00 0.34
N -1.73 -2.08 -0.16
H -0.62 -4.74 -3.21
H -1.23 -4.83 -5.58
H -1.33 -2.76 -6.94
H -1.05 -0.57 -5.88
H -0.86 3.55 -4.47
H 0.63 5.43 -3.68
H 2.44 4.89 -2.04
H 2.61 2.56 -1.19
H -1.16 -5.34 0.36
H -3.45 -5.19 1.31
H -4.64 -2.98 1.24
H -3.42 -1.02 0.31
C 2.14 -4.58 -1.92
C 0.88 -4.62 -1.06
Ge 1.89 -0.92 -0.67
C 2.93 -1.12 -2.37
C 4.43 -1.19 -2.08
C 2.83 -0.74 1.04
C 1.96 -0.47 2.02
Ge 0.23 0.31 1.33
C -1.28 -0.27 2.52
C -1.15 0.14 3.99
C 0.68 2.28 1.44
C 0.29 3.06 2.70
C 2.27 -0.78 3.43
C 2.57 -2.11 3.77
C 2.92 -2.44 5.07
C 2.99 -1.45 6.04
C 2.67 -0.14 5.72
C 2.31 0.19 4.42
H 2.63 -5.55 -1.91
H 2.83 -3.85 -1.51
H 1.91 -4.32 -2.95
H 1.14 -4.98 -0.07
H 0.14 -5.29 -1.50
H 2.69 -0.24 -2.97
H 2.56 -1.99 -2.90
H 4.76 -0.31 -1.53
H 5.00 -1.26 -3.00
H 4.67 -2.07 -1.46
H 3.85 -1.06 1.22
H -1.30 -1.36 2.45
H -2.20 0.12 2.10
H -0.25 -0.27 4.45
H -2.02 -0.24 4.55
H -1.13 1.22 4.10
H 0.26 2.77 0.56
H 1.77 2.31 1.33
H -0.78 3.04 2.86
H 0.60 4.11 2.60
H 0.78 2.66 3.58
H 2.51 -2.87 3.00
H 3.15 -3.46 5.32
H 3.28 -1.71 7.05
H 2.72 0.63 6.48
H 2.07 1.21 4.17
C -1.79 6.07 -0.51
C -2.27 4.84 0.17
C -2.90 4.82 1.38
C -3.27 3.57 1.92
N -3.01 2.44 1.29
C -2.41 2.46 0.10
S -2.18 1.05 -0.81
N -2.06 3.66 -0.45
C -3.96 3.46 3.24
H -1.95 6.95 0.10
H -2.30 6.21 -1.46
H -0.72 5.98 -0.72
H -3.10 5.74 1.92
H -1.61 3.63 -1.37
H -4.96 3.91 3.17
H -3.41 4.00 4.01
H -4.06 2.42 3.51
```

Its total energy is -213511.5135 eV. As for the multiplicity: 6. As for the orbital gap (spin up / spin down): 6.3 / 6.8 eV. Its net charge is +1. The energy relative to the best compared isomer or geometry (same formula, charge and spin) comes out at 0.00 kJ/mol. The LUMO energy (spin up / spin down) is -0.11809 / -0.13590 Eh.